[1]
15
Properties=species:S:1:pos:R:3:forces:R:3 method="wB97M-V/def2-TZVPD" gap_ev=5.9 relative_energy_kcal_mol=7.4 lumo_ev=6.05 max_force_ev_per_a=2.19 charge=-2 molar_mass_g_mol=137.2
C -0.829272 -0.460913 0.962922 0.27 1.84 -1.16
C 0.536139 -0.847383 1.487551 0.05 -0.10 1.29
S 0.528101 -2.350824 2.565306 0.05 0.10 -0.17
N -0.825224 0.954502 0.444046 0.55 0.00 -0.41
C -0.576722 1.224500 -0.921985 -0.66 -0.89 -0.87
O -0.937617 0.350232 -1.785518 0.43 0.73 0.66
O -0.054352 2.335174 -1.194660 0.17 0.21 0.19
H -1.020903 -1.078748 0.088536 -0.52 -0.04 0.12
H -1.665622 -0.426723 1.652430 0.22 -0.90 0.52
H 0.935458 -0.009333 2.083771 -0.09 -0.14 -0.09
H 1.221648 -0.972725 0.650562 -0.07 -0.06 -0.16
H -0.242580 1.629440 0.943009 -0.29 -0.60 0.22
H 0.327147 0.994287 -3.046177 -0.39 -0.41 -0.10
H 1.728460 1.462989 -3.093379 -0.27 -0.15 -0.38
O 1.088728 1.011873 -3.670608 0.55 0.42 0.35



[2]
15
Properties=species:S:1:pos:R:3:forces:R:3 method="wB97M-V/def2-TZVPD" gap_ev=5.6 relative_energy_kcal_mol=63.9 lumo_ev=6.26 max_force_ev_per_a=3.82 charge=-2 molar_mass_g_mol=137.2
O -0.643900 -1.001710 2.267375 0.58 0.58 -1.57
C -0.465448 -0.100545 1.383123 -2.40 0.36 -0.83
O -0.511016 1.136220 1.525573 0.07 0.48 1.35
C -0.225784 -0.345128 -0.183948 1.26 -0.07 -0.72
C 1.373803 -0.678395 -0.007301 -0.72 0.21 -1.07
S 2.545797 0.531413 -0.698065 0.17 -0.10 -0.35
N -0.540030 0.825871 -1.102364 1.36 1.55 1.01
H -0.813130 -1.086556 -0.796584 0.92 -0.73 1.53
H 1.569468 -0.782088 1.042586 0.00 0.12 0.54
H 1.582345 -1.664193 -0.397958 -0.04 -0.39 -0.45
H 0.370872 1.029982 -1.741191 -2.25 -0.35 2.48
H -0.722957 1.645848 -0.384458 1.10 -1.85 -1.89
H -3.645781 -0.460546 -0.807463 0.18 -0.46 -1.77
H -2.428109 -0.967517 -1.590137 -3.10 0.87 -0.79
O -3.465169 -0.791288 -1.741754 2.86 -0.24 2.52



[3]
17
Properties=species:S:1:pos:R:3:forces:R:3 method="wB97M-V/def2-TZVPD" gap_ev=10.3 relative_energy_kcal_mol=3.0 lumo_ev=0.27 max_force_ev_per_a=3.32 molar_mass_g_mol=185.2
H -1.876244 -1.659662 0.954075 -0.48 -0.28 0.07
N -1.111071 -1.413332 0.349967 0.85 -0.07 0.06
C -0.381767 -0.534780 0.910441 0.49 -1.02 -1.10
S -0.748844 0.073558 2.500381 -1.58 0.66 0.07
C 0.951570 -0.184379 0.182257 -0.26 2.90 0.77
C 1.820434 1.030131 0.802467 -1.85 -1.49 -2.33
O 0.779535 0.094093 -1.229665 -0.03 -1.54 0.33
S -0.650099 0.419181 -1.856129 0.56 1.02 1.18
O -0.280548 1.217642 -2.976573 -1.04 -0.68 0.07
O -1.379961 0.983625 -0.731639 -0.20 -0.40 -2.14
O -1.263245 -0.952271 -2.434520 0.59 0.71 0.32
H -2.124829 -0.008989 2.190718 1.53 0.16 0.73
H 1.485827 -1.082195 0.352551 0.92 -0.97 -0.59
H 1.348257 1.998508 0.606661 -0.02 -0.33 0.30
H 2.828635 1.027259 0.416907 0.16 -0.15 -0.32
H 1.844689 0.733334 1.795717 0.28 0.22 2.29
H -1.242341 -1.741722 -1.833616 0.10 1.28 0.28



[4]
13
Properties=species:S:1:pos:R:3:forces:R:3 method="wB97M-V/def2-TZVPD" smiles=N[C@H](C[O-])C[S-] gap_ev=5.0 relative_energy_kcal_mol=12.2 lumo_ev=6.33 max_force_ev_per_a=3.00 charge=-2 molar_mass_g_mol=105.2
N -0.409951 -0.549342 1.506977 0.27 0.49 0.51
C -0.702693 0.336945 0.392912 -0.52 -1.12 -2.73
C -1.278711 -0.514794 -0.827175 -0.43 0.48 0.59
O -2.543959 -0.982661 -0.603754 0.09 -0.06 0.07
C 0.534353 1.120578 -0.057167 0.61 1.72 2.06
S 2.165074 0.292429 -0.227692 0.04 -0.35 -0.35
H 0.475094 -0.979862 1.225446 -0.12 -0.10 0.25
H -1.138121 -1.255469 1.508866 -0.07 -0.13 -0.23
H -1.601671 0.954003 0.532544 0.42 0.43 0.70
H -1.215237 0.198478 -1.699009 0.06 -0.24 -0.03
H -0.544480 -1.323589 -0.982969 0.29 -0.09 -0.29
H 0.379436 1.858952 -0.851306 -0.49 -0.71 -0.53
H 0.740102 1.843597 0.767729 -0.16 -0.30 -0.01



[5]
13
Properties=species:S:1:pos:R:3:forces:R:3 method="wB97M-V/def2-TZVPD" gap_ev=9.7 relative_energy_kcal_mol=62.1 lumo_ev=0.85 max_force_ev_per_a=3.03 molar_mass_g_mol=105.2
C -1.791189 -0.602177 0.455616 1.59 -0.37 -0.16
S -1.044697 0.157931 -1.092497 0.20 -0.67 0.94
C 0.664981 0.266323 -0.490751 0.33 -2.51 0.80
C 1.039735 1.618371 -0.080518 -0.24 2.60 0.33
N 1.428872 -0.764477 -0.200092 -1.49 2.51 -0.82
O 0.861808 -1.948594 -0.614491 -0.34 -0.23 -0.02
H -1.510804 -0.040232 1.363261 -0.09 -0.04 -0.56
H -1.444028 -1.657424 0.584539 -0.39 0.91 -0.32
H -2.846273 -0.542933 0.305705 -0.69 -0.08 -0.06
H 0.173919 2.087196 0.502305 1.25 -0.90 -0.18
H 2.011589 1.694401 0.470710 -0.90 -0.11 -0.54
H 1.006746 2.347644 -0.945454 0.51 -0.97 0.55
H 1.449340 -2.616025 -0.258327 0.26 -0.14 0.04



[6]
13
Properties=species:S:1:pos:R:3:forces:R:3 method="wB97M-V/def2-TZVPD" smiles="C=NSCOC" gap_ev=9.9 relative_energy_kcal_mol=55.8 lumo_ev=0.91 max_force_ev_per_a=1.64 molar_mass_g_mol=105.2
C -2.770953 0.183947 -0.497281 0.04 -0.26 -0.19
N -1.629526 0.548568 -0.095909 -0.08 -0.42 -0.02
S -0.523820 -0.698567 0.289311 -0.72 0.22 -0.26
C 0.768823 0.381715 0.820884 1.32 -0.92 0.33
O 1.690426 0.787671 -0.145622 0.37 -0.03 -0.87
C 2.501701 -0.278653 -0.650231 -0.52 -0.68 0.76
H -3.479738 0.965025 -0.730934 -0.23 0.05 -0.04
H -3.058229 -0.868959 -0.646501 -0.03 0.33 0.06
H 1.311582 -0.248666 1.553425 -0.21 0.49 0.17
H 0.324628 1.258180 1.263615 -0.07 0.20 0.16
H 2.161654 -0.760036 -1.576593 -0.35 0.53 0.06
H 2.487892 -1.089080 0.102271 0.36 0.18 -0.21
H 3.519172 0.057211 -0.798155 0.12 0.31 0.06



[7]
13
Properties=species:S:1:pos:R:3:forces:R:3 method="wB97M-V/def2-TZVPD" smiles="CONC(C)=S" gap_ev=9.1 relative_energy_kcal_mol=63.9 lumo_ev=0.65 max_force_ev_per_a=2.55 molar_mass_g_mol=105.2
C 2.678060 -0.243015 0.498810 -0.39 -0.41 0.31
O 1.737270 -0.075800 -0.573701 -0.48 0.29 -0.21
N 0.456724 -0.555643 -0.287961 0.12 -0.26 0.10
C -0.657574 0.198268 -0.089136 0.21 -0.96 -0.18
C -0.536711 1.652408 0.023217 0.65 1.99 -1.45
S -2.104618 -0.561852 0.146652 0.17 -0.08 -0.25
H 3.642082 -0.125015 0.011256 0.04 0.27 0.10
H 2.504772 0.523405 1.273812 0.19 -0.38 -0.22
H 2.668192 -1.266998 0.939636 -0.32 0.68 -0.30
H 0.316031 -1.479335 -0.678947 -0.03 0.00 0.30
H -1.513960 2.139614 -0.126464 0.40 -0.41 0.60
H -0.077940 1.879497 0.970263 -0.12 0.32 0.63
H 0.136821 2.168393 -0.728008 -0.44 -1.06 0.57



[8]
13
Properties=species:S:1:pos:R:3:forces:R:3 method="wB97M-V/def2-TZVPD" smiles="NC(=O)CCS" gap_ev=9.8 relative_energy_kcal_mol=9.7 lumo_ev=0.72 max_force_ev_per_a=2.46 molar_mass_g_mol=105.2
N 1.554567 -0.936661 2.052895 -0.27 -0.01 -1.11
C 1.132748 0.014323 1.180607 -1.25 1.16 1.77
O 1.644877 1.117305 1.157558 0.75 -0.18 -0.85
C -0.264893 -0.157261 0.572170 1.24 -0.16 -0.92
C -0.149503 0.068342 -0.930939 0.15 0.21 -0.83
S -1.730846 -0.034373 -1.865690 0.24 -0.01 0.68
H 2.432413 -0.759314 2.501648 0.03 -0.30 0.38
H 0.950695 -1.717636 2.214540 0.43 -0.37 0.26
H -0.762257 0.739745 0.936143 -0.60 -0.47 0.43
H -0.700471 -1.126898 0.819974 -0.32 0.29 0.06
H 0.286584 1.058311 -1.068038 -0.14 0.00 -0.02
H 0.526189 -0.609441 -1.458920 -0.05 -0.22 0.36
H -2.466227 0.230464 -0.775671 -0.21 0.05 -0.21



[9]
13
Properties=species:S:1:pos:R:3:forces:R:3 method="wB97M-V/def2-TZVPD" gap_ev=7.5 relative_energy_kcal_mol=102.9 lumo_ev=0.72 max_force_ev_per_a=4.40 molar_mass_g_mol=105.2
C 0.576050 0.648056 -0.194454 -0.21 -1.79 1.34
C 1.551004 -0.272902 0.550766 -2.11 -0.03 -1.81
C -0.245812 -0.539954 -0.599135 0.48 1.12 3.48
N -2.404911 0.386767 0.407488 0.09 0.47 -1.44
O 2.677625 -0.821139 -0.017291 -0.02 0.35 0.01
S -1.862452 -1.143285 -0.143218 1.92 1.18 0.09
H 0.025098 1.260024 0.463203 -0.58 0.69 1.09
H 0.936549 1.292881 -0.943706 0.77 0.41 -1.21
H 1.309272 -0.661527 1.532335 -0.11 0.12 -0.17
H 0.084468 -1.056975 -1.373439 1.73 -2.19 -3.40
H -2.839301 0.888345 -0.375826 0.21 -0.15 0.33
H -3.123096 0.174201 1.030430 -1.46 -0.02 1.56
H 3.315502 -0.154494 -0.337148 -0.72 -0.16 0.14



[10]
13
Properties=species:S:1:pos:R:3:forces:R:3 method="wB97M-V/def2-TZVPD" gap_ev="8.9 / 6.7" relative_energy_kcal_mol=173.4 lumo_ev="-0.19 / -1.45" max_force_ev_per_a=3.69 molar_mass_g_mol=105.2
C 0.889898 0.205642 1.286557 0.04 -2.97 2.20
C 1.819065 0.514407 0.165040 -0.39 -1.22 -1.36
C 0.503776 1.094898 0.265376 -1.19 -0.21 -0.38
N -2.746426 -0.583913 -1.145877 -1.34 1.55 -0.47
O -1.210268 -1.630754 0.385148 0.91 -0.97 0.35
S -1.248298 -0.785411 -0.780707 -2.04 0.97 -1.44
H 0.305104 -0.776007 1.208624 1.18 1.09 0.23
H 1.292043 0.292991 2.311466 -0.80 0.90 -0.42
H 2.601791 1.187943 0.276858 1.50 1.04 0.53
H 2.044074 -0.278739 -0.525810 -0.05 -0.12 -0.46
H 0.024010 2.027194 0.246893 -0.32 1.09 -0.34
H -3.227009 0.183097 -1.691034 1.51 -1.06 0.80
H -1.047761 -1.451349 -2.002534 0.99 -0.07 0.76